[1]
C35H37CdF5OP2Te as an isolated structure in a non-equilibrium geometry, computed with ωB97M-V/def2-TZVPD.

Last column: Löwdin charge in e.
Cartesian coordinates (Å):
Cd -1.4602 -0.5994 -0.5578  1.385
C -2.0011 -2.9393 -1.7892  -0.164
C -0.6677 -2.7871 -1.9654  -0.150
C -0.0014 -2.3223 -3.2407  -0.177
C -0.6727 -1.0388 -3.8349  -0.206
C -1.0692 -0.0350 -2.8070  -0.280
C -2.4006 0.0311 -2.3313  -0.372
C -3.4532 -0.9893 -2.6901  -0.238
C -3.0831 -2.5023 -2.7544  -0.184
C 0.7163 2.5958 1.9175  -0.185
H -2.3281 -3.6695 -1.0427  0.114
H 0.0188 -3.1702 -1.2033  0.087
H 0.0368 -3.1071 -4.0344  0.126
H 1.0670 -2.0978 -3.0061  0.090
H 0.1281 -0.5816 -4.4349  0.108
H -1.4429 -1.3837 -4.5566  0.106
H -0.5149 0.9084 -2.8561  0.071
H -2.8563 1.0178 -2.1673  0.052
H -3.6934 -0.5994 -3.6848  0.109
H -4.3372 -0.8862 -2.0224  0.110
H -4.0089 -3.0240 -2.4651  0.105
H -2.9539 -2.7460 -3.8327  0.114
H -0.0491 1.9802 2.3794  0.018
H 0.6563 3.6350 2.3243  0.104
H 1.6817 2.0986 2.0737  0.044
P 1.0275 -1.2446 1.1174  1.036
P 0.3547 2.5525 0.1567  0.964
C 1.0376 -0.2549 -0.4488  -0.413
C 0.8858 1.1033 -0.7406  -0.387
C 2.4481 -2.3595 0.8272  -0.341
C 3.0720 -3.0091 -0.2734  -0.078
C 4.2793 -3.7077 -0.0759  -0.094
C 4.8881 -3.7395 1.1897  -0.086
C 4.2965 -3.0558 2.2664  -0.061
C 3.0932 -2.3892 2.0777  -0.119
C -0.3121 -2.4985 1.2585  -0.395
C -1.6912 -2.0821 1.2586  -0.286
C -2.6731 -2.7269 2.0696  -0.059
C -2.4085 -4.0672 2.3966  -0.081
C -1.1668 -4.6323 2.0510  -0.064
C -0.0964 -3.8571 1.5625  -0.072
C 1.2878 3.9299 -0.4551  -0.329
C 2.6686 3.7417 -0.3460  -0.084
C 3.5220 4.7622 -0.7241  -0.070
C 3.0097 5.9633 -1.2272  -0.062
C 1.6189 6.1068 -1.3738  -0.070
C 0.7524 5.0970 -0.9764  -0.069
C -1.4389 2.9367 -0.0546  -0.302
C -2.2755 3.0208 1.0796  -0.075
C -3.6522 3.2319 0.9589  -0.071
C -4.2400 3.3606 -0.2979  -0.076
C -3.4244 3.3674 -1.4364  -0.091
C -2.0317 3.1745 -1.3146  -0.126
H 1.5270 -0.8129 -1.2665  0.043
H 1.2221 1.3445 -1.7660  0.076
H 2.6522 -2.9978 -1.2896  0.089
H 4.7805 -4.2349 -0.9038  0.103
H 5.8298 -4.2799 1.3528  0.103
H 4.7737 -3.0346 3.2542  0.114
H 2.6441 -1.8449 2.9130  0.050
H -2.2318 -2.0890 0.2407  0.034
H -3.6652 -2.2966 2.1761  0.106
H -3.2016 -4.7139 2.7290  0.095
H -0.9873 -5.6990 2.0949  0.102
H 0.8798 -4.2895 1.2622  0.115
H 3.0304 2.7909 0.0567  0.116
H 4.5965 4.5918 -0.6499  0.111
H 3.6992 6.7394 -1.5652  0.108
H 1.2333 7.0033 -1.8320  0.101
H -0.3273 5.2105 -1.0589  0.101
H -1.8183 2.9528 2.0618  0.096
H -4.2569 3.3483 1.8591  0.111
H -5.3199 3.5177 -0.3818  0.110
H -3.8883 3.5527 -2.4104  0.112
H -1.4095 3.2567 -2.2232  0.119
F 2.6741 -1.2534 4.8997  -0.423
Te 1.3813 0.1666 4.7216  1.861
F 2.2332 0.9639 6.2425  -0.395
F 2.6191 1.1713 3.6971  -0.420
F 0.2519 -0.7350 5.9735  -0.428
F 0.1974 1.6879 4.7679  -0.434
O 0.7380 -0.5296 3.1012  -0.704

Forces on atoms 1 to 2 (eV/Å):
1.155 1.232 1.001
0.523 -0.918 -1.112

Calculated values
gap between HOMO and LUMO (spin up / spin down)	4.94 / 5.09	eV
HOMO (spin up / spin down)	-5.76 / -5.86	eV
net charge	0
calculated total energy	-82955.437	eV

=====

[2]
C35H37CeClOP as an isolated structure in a non-equilibrium geometry, computed with ωB97M-V/def2-TZVPD.

Last column: Löwdin charge in e.
Cartesian coordinates (Å):
C -0.7719 2.5704 -0.8750  -0.162
C -1.5878 1.6840 -1.6138  -0.131
C -2.6399 1.2287 -0.7675  -0.142
H -1.4840 1.4948 -2.6791  0.116
C -2.4779 1.8371 0.5173  -0.164
C -1.3377 2.6927 0.4566  -0.183
H -0.9755 3.3147 1.2764  0.114
H 0.0915 3.0836 -1.2979  0.132
H -3.4842 0.6130 -1.0774  0.121
H -3.1115 1.6948 1.3930  0.137
Ce -0.3403 0.4194 0.4705  0.914
Cl -0.9772 -0.7916 2.6552  0.128
P -1.4780 -1.9817 -1.1419  1.046
C -3.2943 -2.2024 -1.0820  -0.374
C -4.0474 -2.6092 -2.1975  -0.082
H -3.5629 -2.7536 -3.1641  0.107
C -5.4207 -2.8402 -2.0655  -0.062
H -5.9932 -3.1667 -2.9357  0.114
C -6.0507 -2.6455 -0.8350  -0.061
H -7.1202 -2.8262 -0.7375  0.113
C -5.3165 -2.1966 0.2694  -0.062
H -5.8119 -2.0237 1.2269  0.115
C -3.9501 -1.9598 0.1484  -0.096
H -3.3788 -1.5983 1.0069  0.081
C -0.9982 -1.9359 -2.9026  -0.353
C -1.5952 -0.9931 -3.7657  -0.125
H -2.4099 -0.3621 -3.4081  0.098
C -1.1560 -0.8622 -5.0823  -0.065
H -1.6039 -0.1024 -5.7306  0.116
C -0.1353 -1.6951 -5.5620  -0.062
H 0.2028 -1.6001 -6.5945  0.113
C 0.4801 -2.6201 -4.7098  -0.061
H 1.2953 -3.2521 -5.0746  0.116
C 0.0725 -2.7196 -3.3778  -0.071
H 0.5733 -3.4180 -2.7056  0.105
C -0.7882 -3.5380 -0.4630  -0.363
C -1.4811 -4.7529 -0.6066  -0.062
H -2.4644 -4.7649 -1.0830  0.111
C -0.8986 -5.9388 -0.1479  -0.055
H -1.4301 -6.8826 -0.2866  0.115
C 0.3459 -5.9051 0.4931  -0.057
H 0.7897 -6.8312 0.8553  0.113
C 1.0156 -4.6907 0.6818  -0.065
H 1.9817 -4.6611 1.1942  0.116
C 0.4538 -3.5077 0.2107  -0.108
H 0.9802 -2.5602 0.3600  0.082
C 4.5814 -0.3828 2.1311  -0.060
C 3.2237 0.1762 2.5502  -0.382
C 2.8762 -0.3141 3.9547  -0.058
C 3.2123 1.7079 2.4548  -0.116
C 4.0833 2.4667 3.2377  -0.033
C 4.0752 3.8627 3.2117  -0.059
C 3.1612 4.5175 2.3964  -0.039
C 2.2810 3.8003 1.5769  -0.102
C 1.3160 4.6058 0.7232  -0.398
C 0.4059 5.5125 1.5527  -0.055
C 2.0467 5.4783 -0.2911  -0.054
C 2.3056 2.3673 1.5814  -0.215
O 1.4691 1.6139 0.8525  -0.273
H 5.3702 0.0295 2.7701  0.082
H 4.8024 -0.1209 1.0908  0.087
H 4.5956 -1.4749 2.2189  0.080
H 2.4637 -0.2125 1.8555  0.095
H 3.5650 0.1230 4.6859  0.083
H 1.8507 -0.0452 4.2300  0.073
H 2.9616 -1.4058 4.0125  0.084
H 4.7962 1.9573 3.8970  0.118
H 4.7754 4.4375 3.8292  0.113
H 3.1390 5.6179 2.4028  0.119
H 0.7066 3.8925 0.1763  0.056
H 1.0250 6.1710 2.1756  0.084
H -0.2070 6.1318 0.8868  0.089
H -0.2673 4.9460 2.2029  0.073
H 2.6101 4.8670 -1.0048  0.088
H 1.3268 6.0875 -0.8502  0.084
H 2.7397 6.1425 0.2430  0.084

Forces on atoms 1 to 2 (eV/Å):
-1.014 0.337 0.268
-0.338 0.427 0.579

Calculated values
gap between HOMO and LUMO (spin up / spin down)	5.64 / 5.64	eV
HOMO (spin up / spin down)	-10.57 / -10.57	eV
net charge	+1
calculated total energy	-73679.016	eV

=====

[3]
C35H37ClO4P2Tc as an isolated structure in a non-equilibrium geometry, computed with ωB97M-V/def2-TZVPD.

Last column: Löwdin charge in e.
Cartesian coordinates (Å):
Tc -2.6253 -2.6920 1.3447  1.472
C -2.6275 -4.0428 3.1426  -0.205
C -1.6907 -2.9789 3.2862  -0.204
C -0.2057 -3.1468 3.1414  -0.164
C 0.3128 -3.3618 1.7105  -0.169
C -0.7593 -3.4487 0.6513  -0.268
C -1.7444 -4.4718 0.5936  -0.259
C -1.7845 -5.7202 1.4672  -0.134
C -2.2487 -5.4585 2.8948  -0.164
C -3.8061 -3.0847 -0.3128  -0.139
H -3.4155 -4.0021 3.8890  0.110
H -1.9943 -2.2664 4.0675  0.138
H 0.1628 -3.9519 3.7909  0.138
H 0.2661 -2.2402 3.5399  0.105
H 0.9717 -2.5245 1.4418  0.113
H 0.9825 -4.2321 1.6978  0.130
H -0.4694 -3.0449 -0.3294  0.123
H -2.1106 -4.7025 -0.4131  0.107
H -0.8339 -6.2676 1.4729  0.134
H -2.5013 -6.4113 0.9929  0.129
H -3.1302 -6.0750 3.1092  0.124
H -1.4895 -5.7917 3.6135  0.139
H -4.7343 -2.4932 -0.3196  0.050
H -4.1378 -4.1341 -0.3428  0.046
H -3.2973 -2.8894 -1.2700  0.059
P 0.9680 2.9305 0.1876  1.057
P 1.1774 1.8905 -2.3731  1.071
C 2.5515 2.1013 -0.1205  -0.285
C 2.7182 1.7803 -1.4233  -0.299
C 1.5055 4.5665 0.8415  -0.379
C 2.7796 4.7924 1.3752  -0.089
C 3.1381 6.0718 1.8226  -0.053
C 2.2272 7.1286 1.7413  -0.050
C 0.9451 6.9018 1.2298  -0.059
C 0.5809 5.6318 0.7762  -0.091
C 0.3493 2.0416 1.6437  -0.352
C -0.2685 0.8122 1.3460  -0.094
C -0.8025 0.0562 2.3807  -0.101
C -0.6242 0.4566 3.7059  -0.058
C -0.0256 1.6863 4.0027  -0.034
C 0.4473 2.4955 2.9633  -0.043
C 1.8728 2.7906 -3.8405  -0.346
C 2.3190 4.1191 -3.6542  -0.092
C 2.9712 4.8001 -4.6868  -0.058
C 3.1699 4.1824 -5.9307  -0.048
C 2.7192 2.8722 -6.1224  -0.053
C 2.0784 2.1834 -5.0848  -0.076
C 0.9704 0.1942 -3.0305  -0.393
C -0.1799 -0.0564 -3.8107  -0.106
C -0.3534 -1.3011 -4.4111  -0.067
C 0.6111 -2.2994 -4.2293  -0.061
C 1.7304 -2.0676 -3.4221  -0.063
C 1.8957 -0.8270 -2.8018  -0.087
H 3.2506 1.9149 0.6977  0.093
H 3.6638 1.5314 -1.9286  0.110
H 3.4881 3.9691 1.4469  0.096
H 4.1309 6.2291 2.2418  0.117
H 2.5224 8.1265 2.0804  0.122
H 0.2284 7.7248 1.1933  0.118
H -0.4193 5.4573 0.3791  0.107
H -0.3126 0.4616 0.3131  0.096
H -1.3857 -0.8409 2.1222  0.047
H -0.9659 -0.2052 4.5073  0.112
H 0.0585 2.0120 5.0420  0.125
H 0.9105 3.4565 3.1896  0.116
H 2.1831 4.6029 -2.6867  0.099
H 3.3340 5.8170 -4.5258  0.116
H 3.6874 4.7148 -6.7353  0.121
H 2.8805 2.3774 -7.0870  0.120
H 1.7702 1.1520 -5.2443  0.100
H -0.9271 0.7276 -3.9482  0.114
H -1.2318 -1.4938 -5.0341  0.118
H 0.4962 -3.2724 -4.7135  0.117
H 2.4907 -2.8379 -3.2709  0.117
H 2.7531 -0.6417 -2.1518  0.099
O -4.8881 -4.7949 1.9830  -0.309
Cl -5.4921 -3.5602 2.4536  0.813
O -6.6731 -3.2447 1.7262  -0.229
O -5.6950 -3.5415 3.8749  -0.244
O -4.4192 -2.3426 2.1409  -0.512

Forces on atoms 1 to 2 (eV/Å):
-2.131 3.646 -1.012
2.239 0.193 2.248

Calculated values
2S+1	4
gap between HOMO and LUMO (spin up / spin down)	4.43 / 5.57	eV
HOMO (spin up / spin down)	-13.20 / -13.84	eV
net charge	+2
calculated total energy	-78354.047	eV
⟨S²⟩	4.116

=====

[4]
C35H37CsN5O3S4Sb2 as an isolated structure in a non-equilibrium geometry, computed with ωB97M-V/def2-TZVPD.

Last column: Löwdin charge in e.
Cartesian coordinates (Å):
Cs 12.6456 13.9272 12.5787  0.756
S 15.7601 13.7508 14.0402  0.401
C 16.0131 15.2479 13.4052  -1.221
N 15.5831 15.7101 12.2345  -0.045
C 15.9434 16.9997 11.9361  -0.325
C 15.5813 17.7277 10.7906  -0.043
C 16.0144 19.0815 10.6800  -0.125
C 16.8189 19.7164 11.6271  -0.127
C 17.2755 18.9521 12.7199  -0.120
C 16.7790 17.6728 12.9558  -0.520
S 16.9652 16.5725 14.2375  0.942
H 14.9624 17.3003 9.9946  0.090
H 15.7218 19.6995 9.7926  0.099
H 17.0726 20.7609 11.5366  0.083
H 18.0201 19.3135 13.3805  0.081
C 12.8563 12.7872 6.5011  -0.045
N 11.8850 13.3409 7.4247  -0.122
C 10.4947 13.2884 7.3416  -0.077
C 9.9614 13.9971 8.3030  -0.059
N 11.0429 14.5852 9.0402  -0.006
C 12.2419 14.1005 8.5345  -0.736
S 13.7920 14.2412 9.1294  0.626
C 10.8714 15.5983 9.9975  -0.380
C 9.6519 15.7078 10.6345  -0.012
C 9.5172 16.7237 11.5718  -0.080
C 10.5176 17.6437 11.7862  -0.062
C 11.7158 17.3553 11.1317  -0.105
N 11.8800 16.3734 10.2080  0.112
H 12.6619 13.1136 5.4825  0.082
H 12.7270 11.6587 6.5269  0.112
H 13.8429 13.0410 6.8989  0.036
H 9.9709 12.8124 6.4853  0.140
H 8.9097 14.2825 8.5714  0.125
H 8.7702 15.1497 10.2363  0.114
H 8.5617 16.8619 12.0757  0.110
H 10.4520 18.5000 12.4446  0.106
H 12.5894 18.0107 11.1338  0.110
C 19.1249 12.9601 13.0906  -0.348
Sb 18.2568 12.6438 11.1418  1.321
C 19.4594 14.2093 10.1280  -0.333
C 19.4050 10.8585 10.3279  -0.337
C 19.5949 9.8917 11.4196  -0.326
C 20.6148 10.2518 12.3290  -0.097
C 20.8058 9.5003 13.5052  -0.125
C 20.2417 8.2360 13.6254  -0.138
C 19.3010 7.7653 12.6905  -0.048
C 18.9456 8.6295 11.5569  -0.308
C 17.9348 8.1796 10.5876  -0.292
Sb 15.6972 8.3980 11.6452  1.438
C 15.4050 6.3075 12.3317  -0.325
C 14.5029 8.1387 9.8817  -0.314
H 18.5400 13.6989 13.6670  -0.041
H 20.0889 13.3903 12.9270  -0.024
H 19.2650 12.0047 13.6019  -0.005
H 20.2193 14.4627 10.8574  -0.023
H 18.8117 15.0783 9.9773  -0.020
H 19.7598 13.9064 9.1337  -0.019
H 20.3496 11.3117 9.9380  0.058
H 18.8404 10.4780 9.4367  0.042
H 21.2285 11.1036 12.1951  0.091
H 21.5030 9.7833 14.3185  0.098
H 20.6039 7.6223 14.4594  0.089
H 18.7779 6.7731 12.7133  0.105
H 17.9452 7.0956 10.3760  0.035
H 17.8980 8.7868 9.6681  0.021
H 16.1884 5.6723 11.9867  -0.038
H 14.4450 5.8380 12.1185  -0.013
H 15.5438 6.2415 13.4375  0.001
H 15.1770 7.9733 9.0602  -0.016
H 13.7754 8.9554 9.6407  -0.010
H 14.0249 7.1645 10.0526  -0.004
O 13.7844 8.9667 12.7919  -0.243
C 12.8000 9.4899 12.1899  -0.525
N 12.8366 10.7157 11.5904  -0.066
S 11.5565 10.8090 10.4281  0.672
O 10.9021 12.1213 10.3944  -0.389
O 11.9318 10.1763 9.1759  -0.321
C 10.5722 9.5611 11.2770  -0.230
C 9.2194 9.3604 11.2550  -0.071
C 8.6283 8.3763 12.0326  -0.077
C 9.4715 7.5506 12.8161  -0.057
C 10.8653 7.7100 12.6886  -0.006
C 11.4293 8.8287 12.0766  -0.120
H 8.6436 10.0242 10.6062  0.118
H 7.5428 8.2746 11.9732  0.101
H 9.0416 6.7544 13.4252  0.100
H 11.5201 7.0990 13.2554  0.103

Forces on atoms 1 to 2 (eV/Å):
0.545 -0.152 -0.281
-0.208 -0.890 0.855

Calculated values
gap between HOMO and LUMO	5.12	eV
HOMO	-3.72	eV
net charge	-1
calculated total energy	-107451.997	eV